Computed, not measured: a structure of composition C8H26ClO8V at a distorted geometry, with ωB97M-V/def2-TZVPD.

Geometry as ORCA input:
```
! wB97M-V def2-TZVPD RIJCOSX def2/J DEFGRID3
* xyz 1 4
V 2.58 2.23 -0.45
Cl 0.68 0.78 0.78
C -2.00 -2.74 1.32
O -1.20 -2.09 2.28
H -2.67 -1.96 0.96
H -1.41 -3.03 0.45
H -2.51 -3.63 1.68
H -0.66 -1.45 1.80
C 0.92 -1.21 4.33
O 1.85 -0.57 3.48
H 1.41 -1.49 5.27
H 0.03 -0.59 4.44
H 0.67 -2.15 3.84
H 1.45 -0.21 2.68
C -1.13 -0.85 -2.56
O -1.41 -0.77 -1.20
H -1.45 -1.77 -3.06
H -1.61 -0.01 -3.06
H -0.07 -0.82 -2.80
H -0.74 -0.25 -0.76
C -2.78 1.27 1.65
O -1.98 1.63 2.76
H -2.36 0.44 1.09
H -3.82 1.09 1.93
H -2.89 2.14 1.00
H -1.09 1.40 2.50
C 3.03 -2.37 1.02
O 4.22 -2.33 1.74
H 2.52 -1.41 1.07
H 3.19 -2.51 -0.05
H 2.36 -3.14 1.41
H 4.78 -3.09 1.56
C 1.68 2.04 -4.88
O 0.44 2.53 -4.31
C 0.23 2.58 -3.04
O 1.07 2.38 -2.18
O -1.04 2.75 -2.80
C -1.53 2.89 -1.46
H 2.52 2.39 -4.27
H 1.96 2.33 -5.89
H 1.68 0.95 -4.91
H -1.10 3.73 -0.91
H -1.20 2.02 -0.88
H -2.62 2.85 -1.58
*
```

Values from the calculation:
**HOMO-LUMO gap (alpha / beta)**: 4.46 / 4.82 eV
**LUMO (alpha / beta)**: -7.165 / -6.806 eV
**E_HOMO (alpha / beta)**: -11.624 / -11.624 eV
**E**: -2326.084951 a.u.

Mulliken atomic charge list, values in e, 5 entries: V 1.2903; Cl -0.4066; C -0.4361; O -0.3978; H 0.1633